140
Properties=species:S:1:pos:R:3:forces:R:3 method="wB97M-V/def2-TZVPD" charge=+1 largest_force_ev_per_a=6.7 homo_energy_ha=-0.4019 energy_ha=-9136.18884 e_above_lowest_kj_mol=0.0 orbital_gap_ev=8.10
C -7.52577 -5.62372 -2.55226 -0.15 -0.38 0.03
O -6.57874 -5.63611 -3.60162 0.21 0.51 0.60
C -5.29960 -6.09376 -3.19366 0.65 -0.30 -0.35
C -4.17263 -5.09279 -3.48970 -0.51 -0.07 0.21
C -4.37278 -3.72231 -2.80375 0.28 0.17 -0.61
C -3.17312 -3.29942 -1.93689 -0.71 -0.57 0.07
C -1.85843 -3.19198 -2.73705 -0.49 0.10 0.19
C -1.09003 -1.86988 -2.48418 -0.44 -1.14 -0.33
C -0.10951 -2.06343 -1.32253 -0.10 0.38 -0.23
C 0.71258 -0.78982 -1.02844 -0.82 -0.37 0.06
C -0.04094 0.16409 -0.04470 0.51 -0.42 -0.77
C -0.15138 1.55408 -0.71171 0.14 -0.26 0.83
C -0.30247 2.79506 0.23284 0.03 -0.22 -0.31
C 1.11875 3.36132 0.46385 -0.46 -0.07 -0.24
C 2.17260 2.34390 0.95039 0.48 0.96 0.25
C 3.27307 3.16362 1.62007 -0.07 -0.72 0.38
O 4.18962 3.65541 1.02307 -0.01 0.52 -0.41
N 3.14820 3.28816 3.02799 0.75 -0.21 -0.22
C 3.34976 2.03254 3.71909 -0.37 -0.80 0.46
C 4.15467 1.01405 3.20957 0.17 -0.05 -0.34
C 4.32053 -0.18643 3.89100 -0.17 -0.12 0.30
C 3.68763 -0.40790 5.11325 0.12 0.44 -0.54
C 2.89461 0.61114 5.63542 0.24 -0.52 0.11
C 2.72587 1.80223 4.94320 -0.32 0.35 0.15
C -0.82886 2.46379 1.63201 0.47 -0.01 0.32
N -2.14628 1.76038 1.67012 -0.16 0.17 0.44
C -3.16795 2.18180 0.65241 -1.24 -0.68 -0.93
C -3.78542 0.89272 0.07014 -0.50 0.24 0.05
C -4.68612 0.19768 1.13164 0.06 0.55 -0.45
C -6.17193 0.17042 0.74133 0.25 0.03 0.61
I -3.88962 -1.73425 1.62945 -0.07 0.18 0.19
C -2.72101 3.10564 -0.48821 0.82 -0.20 -0.20
C -1.30873 3.82133 -0.40246 -1.81 -0.63 0.59
Cl -0.98708 4.11188 -2.15612 0.40 0.37 0.36
C -1.51509 5.11390 0.40475 0.96 0.56 -0.30
Br -3.02702 5.25260 1.61709 0.27 -0.32 -0.21
C -0.77089 6.22984 0.39873 -0.21 0.07 0.28
C -1.08723 7.46300 1.21954 0.34 0.15 -0.75
Br 0.80649 6.42064 -0.63744 -0.21 0.15 0.06
H -7.08365 -5.33130 -1.59061 0.00 0.20 -0.17
H -7.94844 -6.62754 -2.39857 -0.05 0.12 -0.07
H -8.32731 -4.93421 -2.82083 0.06 -0.06 0.02
H -5.10929 -7.02184 -3.74581 0.15 0.03 0.19
H -5.24375 -6.33410 -2.12394 -0.38 0.03 -0.05
H -3.25139 -5.54381 -3.10180 -0.04 -0.10 -0.27
H -4.08870 -4.98399 -4.57429 0.14 0.01 0.11
H -4.48195 -2.95807 -3.58408 -0.17 -0.05 0.10
H -5.31094 -3.71792 -2.23955 0.16 0.02 0.10
H -3.45496 -2.35593 -1.45472 0.32 0.01 0.00
H -3.09591 -4.05276 -1.14112 0.18 0.23 0.08
H -2.10633 -3.31281 -3.79681 0.12 0.21 0.05
H -1.22995 -4.05241 -2.48557 0.11 0.16 -0.10
H -1.85225 -1.10290 -2.29105 0.29 0.18 0.06
H -0.59582 -1.62419 -3.42931 0.31 0.28 0.32
H 0.52737 -2.91420 -1.57954 0.08 0.14 0.08
H -0.70086 -2.35971 -0.44572 0.22 -0.05 0.03
H 0.80203 -0.27846 -1.99194 0.35 0.00 0.13
H 1.70812 -1.04620 -0.66197 -0.05 0.16 0.01
H 0.49009 0.16022 0.90943 -0.07 0.16 -0.04
H -1.01425 -0.31555 0.12179 -0.04 0.31 0.09
H -0.92328 1.48255 -1.47936 0.00 0.16 0.10
H 0.78799 1.70761 -1.24625 -0.19 0.07 -0.11
H 1.05002 4.21470 1.14608 0.12 -0.10 0.00
H 1.45781 3.72579 -0.50675 0.04 0.17 0.19
H 1.82686 1.63467 1.70123 -0.12 -0.14 -0.29
H 2.65070 1.87493 0.09031 -0.23 -0.38 0.18
H 3.91639 3.89775 3.30813 -0.23 0.24 0.03
H 4.67060 1.13157 2.25983 -0.04 0.15 0.09
H 4.95449 -0.96390 3.47930 -0.04 0.13 -0.08
H 3.82772 -1.35626 5.61760 -0.08 0.14 0.11
H 2.42540 0.43921 6.59851 -0.10 0.25 -0.11
H 2.08480 2.57121 5.36597 0.11 0.00 -0.09
H -0.12773 1.82807 2.17487 -0.07 -0.05 -0.18
H -0.93045 3.35579 2.25517 -0.07 0.08 -0.32
H -2.04436 0.73981 1.62671 0.30 0.07 -0.24
H -2.54072 1.92914 2.59657 0.00 0.03 -0.04
H -3.99811 2.64862 1.18319 0.42 0.22 0.24
H -3.02814 0.24088 -0.37406 0.01 0.06 0.12
H -4.42818 1.21320 -0.75584 0.08 -0.07 0.04
H -4.62513 0.79838 2.04379 0.09 -0.34 0.10
H -6.43347 -0.72026 0.17200 -0.07 0.18 -0.12
H -6.76256 0.21601 1.65974 -0.09 -0.36 -0.16
H -6.42264 1.08759 0.19883 0.07 -0.20 -0.17
H -2.71554 2.51713 -1.40574 0.14 -0.05 0.17
H -3.50020 3.85113 -0.64959 0.15 0.03 0.11
H -0.91511 7.27634 2.28096 -0.16 0.06 -0.05
H -2.11320 7.78008 1.02526 -0.01 -0.13 0.29
H -0.45258 8.28384 0.88536 0.06 -0.11 0.21
O 6.47985 10.08365 5.23993 2.12 -2.56 1.10
P 5.72290 8.92358 4.70414 -5.32 3.00 -2.63
O 5.71962 9.15612 3.09119 0.24 -0.50 0.53
C 6.96610 9.14817 2.39059 0.31 0.05 -0.24
C 7.65618 7.79814 2.44795 -0.06 -0.06 0.18
O 4.19558 9.38903 5.09264 0.27 -0.48 -0.04
C 3.96084 10.17252 6.26989 -0.03 0.30 -0.03
C 3.67210 11.61129 5.89688 -0.13 0.09 -0.14
O 5.31488 7.35206 4.68368 2.60 0.31 1.17
C 4.05768 6.84854 4.23171 -0.63 -0.77 -0.07
C 3.90001 6.80471 2.72539 0.04 0.43 -0.17
H 7.61639 9.93153 2.78699 -0.06 0.00 0.06
H 6.73953 9.40206 1.35520 -0.16 0.03 0.06
H 7.97050 7.56002 3.46884 0.06 0.02 -0.04
H 8.54004 7.79314 1.80991 0.01 0.04 0.03
H 6.98701 7.00126 2.12423 0.01 0.03 -0.08
H 4.80661 10.10640 6.95290 0.07 0.04 -0.09
H 3.09881 9.73633 6.77970 -0.01 -0.08 -0.09
H 4.40743 11.99140 5.18868 0.15 -0.07 0.13
H 3.67480 12.25052 6.78074 -0.03 -0.02 0.01
H 2.69650 11.69130 5.41387 -0.01 0.00 0.04
H 3.22468 7.36822 4.69884 0.19 0.28 0.04
H 4.01648 5.82353 4.61181 0.25 0.05 0.11
H 3.69912 7.79392 2.31686 0.08 0.02 0.00
H 3.05332 6.16624 2.45895 0.03 -0.07 0.13
H 4.79463 6.41573 2.24058 -0.04 -0.10 0.02
O -2.12539 -9.04756 -3.16084 0.33 -2.47 2.41
P -1.17475 -9.93730 -3.88216 0.68 3.06 -5.87
O 0.15966 -9.01726 -4.07504 -0.25 -0.56 0.36
C 0.86276 -8.57155 -2.91679 0.20 0.15 0.23
C 1.46215 -9.71741 -2.12254 -0.13 -0.12 0.00
O -1.82439 -9.86857 -5.38855 0.25 -0.33 0.33
C -3.23787 -9.71591 -5.55457 -0.09 0.26 -0.01
C -3.56437 -8.30181 -5.98206 0.02 0.20 -0.21
O -0.48348 -11.36899 -4.15829 -1.05 0.14 2.75
C 0.07463 -11.78340 -5.41627 0.38 -0.82 -0.61
C 1.42980 -11.18908 -5.73247 -0.05 0.49 0.03
H 0.19674 -7.97339 -2.28826 -0.05 -0.04 -0.04
H 1.65766 -7.91510 -3.27200 -0.07 -0.02 -0.14
H 0.67964 -10.34332 -1.68315 0.03 0.04 0.05
H 2.08790 -9.33724 -1.31435 -0.04 0.02 0.01
H 2.06711 -10.36101 -2.75964 0.05 0.06 0.00
H -3.76578 -9.98012 -4.63868 0.07 0.07 0.05
H -3.55229 -10.42435 -6.32343 0.12 -0.02 -0.02
H -3.05676 -7.56570 -5.35806 -0.04 -0.13 0.18
H -4.63886 -8.11524 -5.93350 0.00 -0.04 -0.05
H -3.23042 -8.12837 -7.00647 -0.04 -0.02 -0.01
H -0.62361 -11.62716 -6.23383 -0.16 0.28 0.19
H 0.18847 -12.86485 -5.32407 -0.09 0.04 0.29
H 1.34775 -10.15484 -6.06315 -0.01 0.02 0.07
H 1.89593 -11.75310 -6.54182 -0.08 -0.12 0.05
H 2.08719 -11.21410 -4.86410 0.01 -0.11 -0.03